(1)
This record from the OMol25 dataset describes C35H33BCl4GdN10O4 as an isolated structure. The level of theory is ωB97M-V/def2-TZVPD.

Calculated values
HOMO-LUMO gap (spin up / spin down) in eV: 6.05 / 6.47
Expectation value of S²: 15.84
HOMO level (spin up / spin down) in hartree: -0.1588 / -0.1588
Net charge: -1
2S+1: 8
Relative energy (zero: lowest compared OMol25 entry of this formula, charge and spin) in kJ/mol: 282.5

CARTESIAN COORDINATES (ANGSTROEM)
Gd  -0.99  -0.46  0.21
Cl  0.15  5.22  4.67
C  -0.53  3.78  3.97
C  -0.10  3.37  2.73
C  -0.63  2.22  2.15
N  -0.18  1.67  0.92
C  0.48  2.15  -0.06
O  1.33  4.34  0.63
C  0.17  1.00  -2.31
C  0.79  1.31  -3.52
C  0.10  1.06  -4.68
C  -1.18  0.50  -4.62
C  -1.70  0.21  -3.38
N  -1.03  0.44  -2.25
C  -1.58  1.45  2.83
C  -2.02  1.89  4.08
C  -1.50  3.04  4.65
Cl  -2.07  3.52  6.22
N  -1.95  0.20  2.31
C  -3.11  -0.39  2.64
O  -4.07  0.06  3.26
C  -3.16  -1.85  2.23
C  -4.22  -2.64  2.66
C  -4.21  -3.99  2.38
C  -3.14  -4.52  1.67
C  -2.14  -3.67  1.26
N  -2.14  -2.37  1.53
H  0.62  3.94  2.12
H  1.77  1.76  -3.52
H  0.55  1.30  -5.64
H  -1.75  0.29  -5.51
H  -2.67  -0.25  -3.27
H  -2.78  1.33  4.61
H  -5.01  -2.15  3.22
H  -5.02  -4.63  2.71
H  -3.09  -5.58  1.44
H  -1.29  -4.04  0.69
C  0.01  4.17  -1.36
C  1.07  3.54  -0.40
C  2.38  3.26  -1.15
C  2.94  2.06  -1.33
C  4.35  1.86  -1.80
N  2.20  0.89  -1.13
N  0.81  1.10  -1.04
B  2.60  -0.49  -0.67
N  1.83  -1.58  -1.50
N  0.53  -1.90  -1.30
C  0.20  -2.79  -2.24
C  -1.17  -3.38  -2.32
C  1.31  -3.06  -3.05
C  2.32  -2.26  -2.55
C  3.71  -2.10  -3.05
N  2.33  -0.72  0.86
N  1.13  -1.10  1.40
C  1.33  -1.21  2.72
C  0.29  -1.65  3.69
C  2.65  -0.88  3.03
C  3.24  -0.56  1.82
C  4.64  -0.08  1.58
H  0.47  5.03  -1.84
H  -0.38  3.50  -2.14
H  -0.82  4.52  -0.74
H  2.94  4.16  -1.36
H  4.81  2.83  -2.01
H  4.96  1.35  -1.05
H  4.38  1.25  -2.70
H  3.78  -0.66  -0.85
H  -1.90  -2.79  -1.77
H  -1.50  -3.42  -3.36
H  -1.19  -4.40  -1.94
H  1.36  -3.72  -3.90
H  3.85  -2.73  -3.93
H  3.91  -1.06  -3.33
H  4.45  -2.38  -2.30
H  -0.44  -0.86  3.89
H  -0.26  -2.52  3.32
H  0.77  -1.92  4.63
H  3.11  -0.86  4.01
H  5.18  -0.06  2.53
H  5.17  -0.72  0.89
H  4.63  0.93  1.17
Cl  -5.07  1.54  -2.37
C  -4.96  0.28  -1.12
Cl  -5.95  0.66  0.29
C  -3.50  0.08  -0.68
O  -2.84  1.04  -0.28
O  -3.07  -1.11  -0.76
H  -5.34  -0.64  -1.55

(2)
This record from the OMol25 dataset describes C35H33BCl4GdN10O4 as an isolated structure. The level of theory is ωB97M-V/def2-TZVPD.

Calculated values
HOMO-LUMO gap (spin up / spin down) in eV: 6.35 / 6.74
Expectation value of S²: 15.85
HOMO level (spin up / spin down) in hartree: -0.1687 / -0.1694
Net charge: -1
2S+1: 8
Relative energy (zero: lowest compared OMol25 entry of this formula, charge and spin) in kJ/mol: 0.0

CARTESIAN COORDINATES (ANGSTROEM)
Gd  0.01  0.50  0.46
Cl  3.18  -0.53  6.64
C  2.94  -0.40  4.93
C  1.78  -0.88  4.36
C  1.54  -0.75  2.99
N  0.38  -1.12  2.32
C  -0.62  -1.75  2.94
O  -0.71  -2.20  4.08
C  -1.81  -1.96  2.01
C  -2.98  -2.52  2.54
C  -4.06  -2.73  1.71
C  -3.92  -2.44  0.35
C  -2.73  -1.89  -0.08
N  -1.71  -1.62  0.73
C  2.54  -0.14  2.19
C  3.72  0.31  2.78
C  3.91  0.20  4.14
Cl  5.38  0.81  4.83
N  2.35  0.03  0.81
C  3.30  -0.51  0.04
O  4.18  -1.30  0.39
C  3.28  -0.08  -1.41
C  4.24  -0.62  -2.27
C  4.31  -0.17  -3.57
C  3.41  0.80  -3.98
C  2.49  1.27  -3.05
N  2.41  0.84  -1.80
H  1.04  -1.35  4.99
H  -3.00  -2.75  3.59
H  -4.99  -3.11  2.10
H  -4.72  -2.61  -0.35
H  -2.57  -1.66  -1.13
H  4.48  0.76  2.16
H  4.91  -1.36  -1.88
H  5.05  -0.57  -4.26
H  3.43  1.20  -4.98
H  1.78  2.03  -3.34
C  -3.88  0.85  1.30
C  -3.53  1.01  -0.14
C  -4.43  1.20  -1.20
C  -3.63  1.36  -2.31
C  -4.06  1.58  -3.72
N  -2.35  1.27  -1.92
N  -2.28  1.04  -0.59
B  -1.10  1.51  -2.79
N  -0.27  2.61  -2.12
N  0.36  2.40  -0.96
C  0.97  3.52  -0.61
C  1.75  3.65  0.65
C  0.73  4.50  -1.58
C  -0.07  3.89  -2.52
C  -0.59  4.47  -3.79
N  -0.32  0.18  -2.88
N  -0.15  -0.58  -1.79
C  0.47  -1.70  -2.17
C  0.81  -2.78  -1.20
C  0.70  -1.66  -3.55
C  0.20  -0.43  -3.96
C  0.26  0.15  -5.33
H  -4.26  1.79  1.69
H  -4.65  0.08  1.42
H  -3.00  0.56  1.88
H  -5.50  1.22  -1.17
H  -5.12  1.36  -3.81
H  -3.89  2.62  -4.03
H  -3.50  0.94  -4.40
H  -1.44  1.85  -3.86
H  1.82  2.69  1.17
H  2.76  4.02  0.45
H  1.26  4.37  1.31
H  1.07  5.52  -1.58
H  -0.61  5.56  -3.70
H  0.05  4.20  -4.62
H  -1.60  4.12  -3.99
H  0.41  -2.53  -0.22
H  0.41  -3.73  -1.53
H  1.90  -2.87  -1.11
H  1.18  -2.41  -4.14
H  -0.13  -0.55  -6.07
H  -0.30  1.07  -5.39
H  1.30  0.36  -5.59
Cl  -0.55  4.02  4.32
C  -1.82  3.10  3.51
Cl  -3.17  4.13  3.10
C  -1.17  2.48  2.25
O  -1.34  3.00  1.15
O  -0.48  1.46  2.50
H  -2.16  2.33  4.20

(3)
This record from the OMol25 dataset describes C35H33BaN12O9S3 as an isolated structure. The level of theory is ωB97M-V/def2-TZVPD.

Calculated values
HOMO-LUMO gap in eV: 7.24
HOMO level in hartree: -0.2019
Net charge: -1
2S+1: 1
Relative energy (zero: lowest compared OMol25 entry of this formula, charge and spin) in kJ/mol: 73.6

CARTESIAN COORDINATES (ANGSTROEM)
Ba  0.80  0.08  1.40
C  1.65  -3.85  1.29
C  0.28  -4.48  1.07
C  -0.90  -3.87  1.78
C  -1.97  -4.70  2.11
C  -3.08  -4.17  2.73
C  -3.09  -2.81  3.02
C  -1.97  -2.07  2.65
N  -0.90  -2.56  2.04
N  2.06  -2.84  0.32
C  3.43  -2.46  0.62
C  3.90  -1.22  -0.12
C  5.25  -0.88  -0.14
C  5.64  0.27  -0.79
C  4.67  1.05  -1.41
C  3.36  0.63  -1.35
N  2.97  -0.48  -0.71
C  1.98  -3.29  -1.07
C  0.62  -3.18  -1.71
C  0.20  -4.17  -2.61
C  -1.01  -4.02  -3.25
C  -1.78  -2.90  -2.97
C  -1.28  -1.98  -2.05
N  -0.11  -2.10  -1.43
H  2.40  -4.67  1.30
H  1.69  -3.38  2.27
H  0.34  -5.53  1.38
H  0.04  -4.53  0.01
H  -1.91  -5.76  1.88
H  -3.92  -4.80  3.00
H  -3.91  -2.31  3.50
H  -1.95  -1.01  2.88
H  4.14  -3.28  0.39
H  3.51  -2.29  1.70
H  5.97  -1.51  0.37
H  6.68  0.57  -0.80
H  4.92  1.96  -1.94
H  2.56  1.20  -1.82
H  2.35  -4.33  -1.17
H  2.65  -2.67  -1.66
H  0.84  -5.03  -2.78
H  -1.35  -4.77  -3.95
H  -2.74  -2.71  -3.44
H  -1.86  -1.09  -1.82
O  4.72  0.45  3.30
S  3.30  0.58  3.13
O  2.53  -0.67  3.15
O  2.86  1.35  1.95
C  2.66  1.54  4.55
C  3.65  1.87  5.45
C  3.39  2.61  6.61
C  2.11  3.02  6.87
C  1.09  2.69  5.98
C  1.32  1.96  4.82
S  -0.21  1.66  3.88
O  -0.25  0.19  3.71
O  -1.29  2.23  4.62
O  0.04  2.23  2.54
H  4.66  1.55  5.25
H  4.20  2.85  7.28
H  1.88  3.60  7.75
H  0.08  3.01  6.19
N  -4.72  1.95  1.07
N  -3.91  0.90  0.59
N  -4.40  -0.29  0.33
C  -3.29  -0.93  -0.02
N  -2.21  -0.15  0.03
N  -2.64  1.03  0.43
H  -5.44  2.09  0.36
H  -4.10  2.77  1.05
H  -3.27  -1.96  -0.31
O  -3.44  2.78  -8.41
S  -4.14  2.51  -7.17
O  -3.92  1.18  -6.62
O  -5.51  2.98  -7.12
C  -3.30  3.62  -5.98
N  -3.45  4.93  -6.19
C  -2.83  5.73  -5.34
C  -2.07  5.27  -4.27
C  -2.00  3.89  -4.14
N  -2.60  3.08  -5.00
C  -1.26  3.21  -3.05
C  -0.97  3.83  -1.83
C  -0.36  3.10  -0.83
N  -0.02  1.83  -0.98
C  -0.24  1.25  -2.16
C  -0.87  1.89  -3.21
H  -2.94  6.80  -5.51
H  -1.57  5.95  -3.60
H  -1.26  4.86  -1.65
H  -0.18  3.53  0.15
H  0.08  0.22  -2.24
H  -1.08  1.36  -4.14

(4)
This record from the OMol25 dataset describes C35H33BrF7N5O4Y as an isolated structure. The level of theory is ωB97M-V/def2-TZVPD.

Calculated values
HOMO-LUMO gap in eV: 5.60
HOMO level in hartree: -0.3302
Net charge: +1
2S+1: 1

CARTESIAN COORDINATES (ANGSTROEM)
Y  0.22  0.16  0.19
F  5.54  -4.40  -0.76
C  4.36  -4.68  -0.17
C  3.41  -3.70  -0.10
C  2.15  -3.98  0.44
C  1.15  -2.91  0.50
O  1.43  -1.79  0.01
C  -0.07  -3.26  1.15
C  -0.26  -4.52  1.60
N  0.64  -5.53  1.46
C  0.28  -6.87  1.88
C  -1.07  -7.39  1.50
C  0.16  -7.94  0.83
C  1.88  -5.27  0.92
C  2.89  -6.24  0.88
C  4.13  -5.96  0.35
N  5.13  -6.97  0.37
C  4.93  -8.13  -0.49
C  5.68  -9.33  0.08
N  7.13  -8.97  0.20
C  7.31  -7.75  1.07
C  6.53  -6.60  0.45
C  -1.25  -2.28  1.37
O  -1.98  -2.52  2.32
O  -1.35  -1.37  0.48
H  3.61  -2.70  -0.47
H  -1.17  -4.76  2.12
H  0.68  -7.15  2.85
H  -1.70  -6.75  0.91
H  -1.60  -8.00  2.22
H  0.33  -7.64  -0.20
H  0.49  -8.94  1.07
H  2.71  -7.22  1.30
H  5.27  -7.93  -1.52
H  3.87  -8.37  -0.54
H  5.58  -10.20  -0.57
H  5.31  -9.57  1.08
H  7.49  -8.75  -0.73
H  7.66  -9.75  0.57
H  8.37  -7.52  1.14
H  6.92  -7.99  2.06
H  6.96  -6.36  -0.54
H  6.65  -5.73  1.08
Br  -1.37  2.59  0.35
C  0.01  3.65  -0.56
C  -0.28  4.97  -0.69
C  0.64  5.82  -1.32
C  1.82  5.31  -1.79
C  2.12  3.94  -1.65
C  3.35  3.44  -2.14
C  3.66  2.12  -1.99
C  2.75  1.25  -1.35
C  1.53  1.65  -0.85
C  1.21  3.04  -1.01
H  -1.22  5.36  -0.31
H  0.41  6.87  -1.43
H  2.54  5.96  -2.28
H  4.04  4.12  -2.62
H  4.61  1.73  -2.35
H  3.05  0.20  -1.25
C  0.64  -2.26  -3.04
C  -0.42  -1.22  -3.05
N  -0.64  -0.29  -2.14
C  -1.72  0.45  -2.59
C  -2.17  -0.06  -3.77
N  -1.33  -1.12  -4.04
H  1.39  -2.01  -2.30
H  1.11  -2.34  -4.02
H  0.21  -3.24  -2.78
H  -2.11  1.28  -2.04
H  -2.97  0.23  -4.41
H  -1.38  -1.71  -4.85
C  0.35  0.05  4.61
C  0.91  0.48  3.25
O  0.07  0.26  2.20
C  1.25  1.99  3.30
F  1.67  2.44  2.10
F  0.15  2.70  3.62
F  2.20  2.31  4.19
C  2.21  -0.32  2.98
F  3.21  -0.10  3.84
F  2.69  -0.05  1.73
F  1.96  -1.64  3.00
H  -0.56  0.62  4.79
H  1.07  0.24  5.40
H  0.10  -1.00  4.56

(5)
This record from the OMol25 dataset describes C35H33BrHfN6O4S as an isolated structure. The level of theory is ωB97M-V/def2-TZVPD.

Calculated values
HOMO-LUMO gap in eV: 6.93
HOMO level in hartree: -0.4835
Net charge: +2
2S+1: 1
Relative energy (zero: lowest compared OMol25 entry of this formula, charge and spin) in kJ/mol: 103.1

CARTESIAN COORDINATES (ANGSTROEM)
Hf  -0.21  -0.45  -0.04
O  -4.52  -2.29  -3.31
C  -3.53  -1.43  -3.62
C  -3.47  -1.00  -4.95
C  -2.49  -0.14  -5.38
C  -1.53  0.32  -4.48
C  -1.60  -0.06  -3.16
C  -2.58  -0.94  -2.71
C  -2.64  -1.28  -1.23
O  -1.46  -1.71  -0.71
N  -3.06  -0.06  -0.49
N  -2.06  0.83  -0.29
C  -2.33  2.09  -0.12
C  -1.33  3.04  0.21
Br  0.48  2.45  -0.27
C  -1.53  4.25  0.77
C  -2.80  4.70  1.29
C  -3.12  6.06  1.26
C  -4.36  6.50  1.69
C  -5.29  5.60  2.19
C  -4.96  4.25  2.28
C  -3.74  3.80  1.84
H  -4.35  -2.77  -2.48
H  -4.23  -1.38  -5.62
H  -2.47  0.19  -6.41
H  -0.76  1.00  -4.81
H  -0.87  0.34  -2.44
H  -3.44  -2.02  -1.01
H  -3.96  0.32  -0.78
H  -3.34  2.46  -0.23
H  -0.70  4.94  0.84
H  -2.41  6.77  0.88
H  -4.60  7.55  1.65
H  -6.25  5.94  2.53
H  -5.66  3.56  2.72
H  -3.46  2.77  1.97
C  7.68  -2.39  -0.77
C  6.28  -2.21  -0.32
C  5.67  -0.96  -0.30
C  4.36  -0.81  0.14
C  3.67  -1.92  0.57
C  4.24  -3.18  0.54
C  5.54  -3.32  0.10
S  1.96  -1.74  1.02
O  1.04  -0.51  -1.59
O  1.55  -2.45  2.18
N  1.54  -0.18  1.08
C  1.29  0.26  2.40
C  2.24  0.79  3.24
C  1.92  1.05  4.58
C  0.69  0.76  5.10
C  -0.32  0.21  4.27
C  -1.59  -0.18  4.72
C  -2.47  -0.76  3.84
C  -2.12  -0.90  2.50
N  -0.94  -0.52  2.02
C  -0.02  -0.01  2.90
H  8.17  -1.43  -0.96
H  7.73  -2.98  -1.68
H  8.25  -2.92  -0.01
H  6.21  -0.09  -0.64
H  3.88  0.16  0.15
H  3.67  -4.03  0.88
H  6.00  -4.30  0.07
H  3.23  0.99  2.87
H  2.69  1.46  5.23
H  0.46  0.94  6.14
H  -1.84  -0.06  5.76
H  -3.44  -1.11  4.17
H  -2.81  -1.33  1.78
C  2.10  -3.88  -2.32
N  1.80  -2.47  -2.46
C  1.83  -1.94  -3.80
C  1.35  -1.76  -1.45
N  1.15  -2.33  -0.23
H  1.38  -4.47  -2.90
H  2.02  -4.16  -1.27
H  3.10  -4.08  -2.69
H  2.70  -2.36  -4.31
H  1.91  -0.85  -3.76
H  0.92  -2.21  -4.34